{
  "formula": "C3H9N4",
  "method": "the ωB97M-V functional and the def2-TZVPD basis",
  "total_charge": 1,
  "smiles": "NC1=N[N@@H+](N)CC1",
  "homo_lumo_gap_ev": 9.9,
  "relative_energy_kcal_mol": 108.4,
  "total_energy_ha": -338.34805,
  "homo_ev": -13.426,
  "elements": ["N", "C", "N", "N", "N", "C", "C", "H", "H", "H", "H", "H", "H", "H", "H", "H"],
  "positions_angstrom": [[0.433, 1.670, 1.888], [0.139, 1.028, 0.773], [1.258, 0.035, 0.256], [0.660, -0.773, -0.725], [0.441, -2.179, -0.446], [-0.480, 0.003, -1.314], [-1.062, 0.707, -0.089], [-0.366, 2.097, 2.305], [1.346, 1.393, 2.140], [1.279, -0.871, -1.612], [-0.437, -2.217, 0.095], [1.106, -2.668, 0.115], [-1.071, -0.807, -1.835], [-0.126, 0.904, -1.985], [-1.532, 0.020, 0.691], [-1.589, 1.657, -0.257]]
}

{
  "formula": "C3H9N4",
  "method": "the ωB97M-V functional and the def2-TZVPD basis",
  "total_charge": 1,
  "smiles": "C[C@@H]1N[NH2+]N=C1N",
  "homo_lumo_gap_ev": 11.2,
  "relative_energy_kcal_mol": 77.8,
  "total_energy_ha": -338.39687,
  "homo_ev": -14.323,
  "elements": ["C", "C", "N", "N", "N", "C", "N", "H", "H", "H", "H", "H", "H", "H", "H", "H"],
  "positions_angstrom": [[0.071, -0.405, -1.778], [0.472, 0.272, -0.437], [1.344, -0.544, 0.411], [0.852, -0.409, 1.741], [-0.453, 0.071, 1.804], [-0.659, 0.577, 0.570], [-1.870, 1.040, 0.189], [-0.490, -1.298, -1.664], [0.967, -0.805, -2.172], [-0.500, 0.265, -2.371], [0.922, 1.316, -0.706], [1.350, -1.580, -0.020], [1.312, 0.405, 2.171], [1.176, -1.248, 2.175], [-1.922, 1.468, -0.728], [-2.572, 0.875, 0.814]]
}

{
  "formula": "C3H9N4",
  "method": "the ωB97M-V functional and the def2-TZVPD basis",
  "total_charge": 1,
  "homo_lumo_gap_ev": [7.4, 7.4],
  "relative_energy_kcal_mol": 168.1,
  "total_energy_ha": -338.25292,
  "homo_ev": [-12.184, -12.182],
  "elements": ["C", "C", "C", "N", "N", "N", "N", "H", "H", "H", "H", "H", "H", "H", "H", "H"],
  "positions_angstrom": [[-0.036, -0.276, -0.229], [1.110, 0.809, -0.557], [0.460, -1.595, 0.322], [3.113, 0.460, 0.538], [2.230, 0.748, -0.181], [-0.735, 0.431, 0.704], [-1.994, 1.154, 0.261], [-0.591, -0.457, -1.155], [0.800, 1.757, -0.955], [0.505, -2.378, -0.481], [0.034, -1.899, 1.303], [1.470, -1.306, 0.753], [3.919, 0.023, -0.012], [-2.553, 0.389, -0.065], [-1.633, 2.034, -0.320], [-2.412, 1.576, 1.099]]
}

{
  "formula": "C3H9N4",
  "method": "the ωB97M-V functional and the def2-TZVPD basis",
  "total_charge": 1,
  "homo_lumo_gap_ev": [8.2, 8.3],
  "relative_energy_kcal_mol": 179.1,
  "total_energy_ha": -338.23540,
  "homo_ev": [-13.238, -12.925],
  "elements": ["C", "C", "C", "N", "N", "N", "N", "H", "H", "H", "H", "H", "H", "H", "H", "H"],
  "positions_angstrom": [[-0.729, 0.943, 0.323], [0.353, -0.975, -0.707], [0.331, -0.089, 0.610], [-2.010, -0.378, -1.227], [-0.567, 2.109, 0.753], [1.656, 0.484, 0.877], [-1.090, -1.328, -0.947], [0.664, -0.492, -1.570], [1.014, -1.725, -0.648], [-0.080, -0.714, 1.329], [0.121, 2.503, 1.417], [-1.234, 2.778, 0.362], [1.837, 1.040, 0.062], [2.364, -0.138, 1.208], [-1.112, -2.116, -1.666], [-1.519, -1.901, -0.176]]
}

{
  "formula": "C3H9N4",
  "method": "the ωB97M-V functional and the def2-TZVPD basis",
  "total_charge": 1,
  "homo_lumo_gap_ev": 10.5,
  "relative_energy_kcal_mol": 152.8,
  "total_energy_ha": -338.27728,
  "homo_ev": -14.414,
  "elements": ["C", "C", "C", "N", "N", "N", "N", "H", "H", "H", "H", "H", "H", "H", "H", "H"],
  "positions_angstrom": [[-1.073, -0.543, 1.187], [-0.921, -1.393, -0.099], [1.008, 1.750, -1.264], [-0.087, 0.540, 1.046], [1.450, -0.755, -0.224], [0.169, -0.800, -0.843], [0.587, 0.314, -0.120], [-2.084, -0.146, 1.287], [-0.842, -1.120, 2.085], [-0.712, -2.444, 0.100], [-1.799, -1.334, -0.747], [1.141, 1.215, -2.191], [0.137, 2.382, -1.193], [1.913, 2.138, -0.821], [-0.441, 1.482, 1.149], [1.554, -1.286, 0.648]]
}

{
  "formula": "C3H9N5",
  "method": "the ωB97M-V functional and the def2-TZVPD basis",
  "homo_lumo_gap_ev": 8.1,
  "relative_energy_kcal_mol": 144.2,
  "total_energy_ha": -393.28372,
  "homo_ev": -7.163,
  "elements": ["C", "C", "C", "N", "N", "N", "N", "N", "H", "H", "H", "H", "H", "H", "H", "H", "H"],
  "positions_angstrom": [[-0.067, 1.770, -0.347], [-2.521, -0.829, -0.354], [2.426, -0.787, 0.079], [-1.245, 1.073, -0.374], [1.105, 1.089, -0.204], [-0.751, -0.720, 1.081], [-1.327, -0.097, 0.144], [1.121, -0.224, -0.086], [-0.062, 2.813, -0.794], [-3.364, -0.091, -0.551], [-2.263, -1.410, -1.222], [-2.824, -1.414, 0.492], [2.661, -1.460, -0.690], [3.205, 0.028, 0.164], [2.413, -1.389, 0.982], [1.852, 1.704, -0.138], [-0.360, -0.057, 1.819]]
}

{
  "formula": "C3H9N5",
  "method": "the ωB97M-V functional and the def2-TZVPD basis",
  "homo_lumo_gap_ev": 8.6,
  "relative_energy_kcal_mol": 184.3,
  "total_energy_ha": -393.21974,
  "homo_ev": -8.081,
  "elements": ["C", "C", "C", "H", "H", "H", "H", "H", "H", "H", "H", "H", "N", "N", "N", "N", "N"],
  "positions_angstrom": [[0.846, -0.857, 0.615], [0.940, 1.333, -0.193], [-1.493, 1.034, 0.173], [-0.174, -0.415, 1.064], [1.768, -0.992, 1.739], [0.736, -1.949, -0.333], [2.404, -1.111, -1.154], [3.197, -0.563, 0.142], [1.776, 1.974, -0.367], [-2.225, 1.548, 0.795], [-3.871, 0.229, -0.367], [-3.234, -1.179, -0.934], [1.553, 0.224, 0.113], [2.735, -0.205, -0.662], [-0.260, 1.704, -0.077], [-1.709, -0.170, -0.332], [-2.990, -0.607, -0.224]]
}

{
  "formula": "C3H9NO",
  "method": "the ωB97M-V functional and the def2-TZVPD basis",
  "smiles": "C=C.NCO",
  "homo_lumo_gap_ev": 9.7,
  "relative_energy_kcal_mol": 78.2,
  "total_energy_ha": -249.58902,
  "homo_ev": -8.829,
  "elements": ["C", "C", "H", "H", "H", "H", "N", "C", "O", "H", "H", "H", "H", "H"],
  "positions_angstrom": [[-1.509, 3.350, 0.989], [-2.798, 2.964, 1.310], [-1.055, 3.704, 0.096], [-0.748, 3.386, 1.692], [-3.689, 3.014, 0.528], [-3.148, 2.955, 2.336], [0.895, -1.925, -0.465], [1.755, -2.685, -1.260], [3.058, -3.102, -0.812], [0.879, -2.302, 0.478], [0.251, -1.174, -0.709], [1.092, -3.593, -1.315], [1.707, -2.347, -2.322], [3.310, -2.245, -0.547]]
}